# 1
Entry from OMol25: 8 unconnected molecules or ions with the total composition C72H152N8O8 (wB97M-V/def2-TZVPD).

Atoms and positions in Å:
C 1.19 -0.99 0.03
H -2.06 1.45 -5.28
H 3.13 0.91 0.90
H 3.33 -1.26 -0.26
H -0.78 6.05 4.01
H 3.24 1.27 -6.41
H 0.20 -6.90 6.00
H -2.71 3.63 1.12
C 7.75 -4.38 -0.46
C -3.47 3.41 6.71
O -0.71 2.25 6.47
H -5.21 -1.11 0.12
H -2.74 -4.58 -0.63
C 2.56 3.71 -1.03
H -2.52 1.37 -2.35
H 3.95 -5.88 0.37
H -2.49 -3.38 0.58
H 3.96 0.55 -1.69
H 2.81 5.44 -3.94
H 1.28 5.11 5.04
H -3.49 -5.68 6.66
N 5.87 -2.94 -1.33
N 3.96 3.04 -3.16
C 0.41 3.05 -7.18
H -1.11 -2.88 6.95
H 0.98 -3.03 0.13
H -3.32 -5.64 1.45
H 4.45 1.75 -0.57
H -5.76 5.65 0.20
C 5.44 -4.31 0.71
C -7.19 -3.99 0.64
N -1.26 3.02 5.36
C 4.51 5.04 -1.88
H 1.37 3.52 5.78
C -1.67 -4.81 5.83
H -2.40 -1.86 -1.22
C 6.52 -3.52 -0.11
H 2.34 1.14 3.32
H -6.84 -3.04 1.13
H -4.80 1.28 -3.18
H 0.58 -2.55 5.73
C 5.77 -4.66 -3.16
H -2.33 -2.65 3.16
H 4.89 5.43 -2.86
H -3.77 3.22 -3.89
H 1.48 2.72 -5.34
H 1.22 -6.00 3.18
C -0.79 5.12 6.64
H 6.73 1.23 -3.81
C -3.35 -2.26 -1.60
H -4.44 2.91 6.70
C 2.21 1.41 -6.84
H 1.83 -3.80 6.08
H -1.44 -2.22 4.59
H 5.10 -5.17 -3.77
H 2.08 -0.75 -8.08
C 6.20 3.26 -2.21
H 5.96 -4.70 1.60
H -1.33 1.04 2.70
H 0.22 -3.05 2.76
O -1.00 -0.36 -6.86
C 1.13 0.04 -1.10
H -3.36 -3.71 5.02
H 4.08 -0.13 1.90
H -2.36 5.38 1.03
H -0.98 4.43 3.21
C -1.28 2.17 -5.50
H -4.73 -2.12 1.51
H -1.75 4.31 -0.24
C 0.76 -2.26 -0.59
H -3.06 3.09 3.25
H -2.75 -6.76 5.40
N 0.01 0.65 -7.20
C 4.10 -4.66 -1.35
H -2.65 -4.89 3.93
H -0.58 2.21 -4.66
H -0.01 1.30 3.86
H 3.72 -5.38 -2.05
H 5.61 2.21 -4.73
H 3.25 -4.13 -0.88
H -7.73 -4.79 -2.01
C -0.62 4.28 5.30
H 8.48 -3.73 -1.00
N -5.37 -3.61 -1.14
C -4.06 -4.95 0.99
H -2.81 3.19 7.56
H -0.07 4.85 7.47
H -2.74 -3.68 7.15
H 6.56 3.76 -3.12
H 3.40 -3.47 -3.58
C -5.14 -5.59 0.10
H 0.24 2.61 2.06
H 5.67 3.99 -0.30
H 2.33 -5.41 4.45
H -1.54 -1.30 1.34
C 1.65 2.75 -6.41
C -3.28 3.65 4.13
H 4.66 -2.29 -3.83
H -2.14 -6.60 7.14
H 1.81 3.00 -1.34
H 1.13 3.65 4.07
H 2.14 4.63 -0.72
H 4.61 -3.67 0.96
C -3.26 4.95 -2.67
H 2.72 1.51 -2.82
C -1.21 5.03 4.09
C 5.68 1.46 -3.91
H -7.35 -4.78 1.38
H 6.64 -1.34 -2.08
H -4.68 0.82 -1.46
H 5.19 0.53 -4.19
C -4.05 2.77 -1.83
H 1.46 4.54 -3.19
C -6.96 -5.39 -1.48
H 6.47 -5.37 -2.75
H 1.02 -1.70 -7.02
C 1.27 0.28 -6.44
H 0.50 2.98 -8.29
H -4.66 -6.01 -0.76
H 2.19 0.00 -4.47
H -0.31 -2.33 -0.89
H -6.58 -2.00 -1.19
H 5.70 0.66 -1.25
H -5.00 4.96 1.66
C 0.90 4.11 4.99
C 2.68 -1.12 0.59
H -0.28 1.92 0.58
C 3.34 4.15 -2.26
C -2.44 -4.15 4.65
H -6.26 -5.76 -2.25
H -1.80 5.02 7.03
H -4.39 6.45 0.82
H 1.88 -2.76 4.54
C -2.75 5.05 4.10
H -0.55 6.14 6.44
H -3.56 -1.21 0.52
C -0.66 1.96 -6.92
H 7.00 2.62 -1.79
C -1.87 2.06 -7.85
H -0.92 2.75 7.26
C 1.59 -5.13 3.70
H 6.56 5.05 -1.33
O 0.41 -5.96 6.20
N -4.62 3.48 -0.66
H -2.54 2.93 -7.57
O 6.83 -2.27 -2.19
C -1.64 -3.86 7.03
H -1.54 2.14 -8.91
H -3.89 -1.35 -1.86
C 4.12 -2.83 -3.05
C -3.09 1.40 5.29
H -5.70 2.53 0.63
C -3.96 4.73 -0.22
C -4.84 5.50 0.72
H -6.08 1.78 -2.05
H 8.16 -4.83 0.45
H 2.29 1.46 -7.93
H 7.36 -5.18 -1.11
C 2.03 0.28 2.60
C -3.31 -3.97 0.14
C 0.63 0.50 1.96
H 0.64 0.82 -4.54
H -4.34 3.88 4.16
N -0.38 -5.27 5.23
H 7.37 -2.48 1.69
C 5.11 2.25 -2.62
H -7.52 -6.25 -0.99
H -5.07 4.05 -3.15
H -1.81 2.87 -1.68
C 1.25 -3.27 5.29
H -4.84 6.02 -1.73
H -3.17 5.71 4.84
C -1.65 -3.05 3.88
C -2.59 4.45 0.46
O 2.88 2.15 -3.56
H 0.63 -0.93 -4.82
C 4.78 -5.38 -0.21
H 2.00 -4.38 2.98
C -3.84 5.65 -1.45
C 5.02 -3.75 -2.17
H -4.59 -4.39 1.79
C -2.50 -6.03 6.24
H 0.02 4.06 -7.05
C -0.38 -3.72 3.36
H 7.79 -1.83 0.16
H -3.32 5.67 -3.50
H -2.67 1.04 4.36
O -6.15 -2.63 -1.82
H 0.09 0.26 -1.46
C -4.16 -2.87 -0.54
H -0.73 -4.50 2.64
C 0.49 -4.34 4.48
C -4.98 1.61 -2.16
H -4.14 1.23 5.32
H -2.17 4.64 -2.57
C 1.16 -0.01 -4.96
H 6.35 -3.97 -3.77
H 5.50 -6.15 -0.59
C -4.47 -1.79 0.51
C 0.54 1.83 1.28
C 2.41 5.05 -3.04
H 2.42 3.51 -6.60
N 0.26 -0.68 1.15
H 1.66 -0.33 -1.98
C -2.68 2.12 -1.56
C 3.07 0.00 1.47
H 2.71 -2.09 1.11
H -2.52 1.19 -7.77
C -0.41 0.63 3.06
H -0.61 -0.36 3.47
H -2.62 0.88 6.08
H -2.72 1.74 -0.56
C 7.02 -2.29 0.67
O -1.12 -0.66 0.70
C -4.08 3.71 -2.99
H -3.16 -2.98 -2.42
H 3.23 3.38 -0.23
H 2.70 -1.21 -6.44
H -1.12 -0.75 -7.74
H 2.25 5.90 -2.37
H 1.99 -0.60 3.23
H 1.45 -2.45 -1.46
H -3.36 6.62 -1.19
C -2.77 2.91 5.41
H -1.73 3.12 -5.75
C 4.78 1.24 -1.47
C -6.16 -4.57 -0.41
H -3.03 5.56 3.16
O -4.76 2.59 0.44
H 1.49 2.15 0.87
H 3.71 -2.16 -2.30
C 5.72 4.35 -1.31
H -1.19 -4.31 7.94
H -8.10 -3.74 0.14
H 6.19 -1.60 0.79
C 1.80 -1.01 -7.06
H 1.56 0.96 -0.82
H -3.65 4.46 6.74
H -5.65 -6.27 0.76
H 4.16 5.95 -1.40

Calculated values
- ΔE to the lowest compared entry with this formula, charge and spin: 335.4 kJ/mol
- SMILES: CC1(C)CCCC(C)(C)N1O.CC1(C)CCCC(C)(C)N1O.CC1(C)CCCC(C)(C)N1O.CC1(C)CCCC(C)(C)N1O.CC1(C)CCCC(C)(C)N1O.CC1(C)CCCC(C)(C)N1O.CC1(C)CCCC(C)(C)N1O.CC1(C)CCCC(C)(C)N1O
- Multiplicity: 1
- Orbital gap: 8.87 eV
- E_LUMO: 0.447 eV
- HOMO: -8.422 eV
- Total energy: -105418.8504 eV

# 2
Entry from OMol25: 8 unconnected molecules or ions with the total composition C72H160N8 (wB97M-V/def2-TZVPD).

Atoms and positions in Å:
C -1.59 -1.42 4.21
H 3.99 -3.33 -0.04
H -2.78 -1.95 -4.32
C 3.40 -1.61 6.35
C 0.54 3.59 8.99
H -5.68 -2.50 -2.87
H 5.03 -6.98 -2.24
H -4.25 7.45 1.63
C 0.86 0.08 -7.47
H 1.19 5.30 -6.31
C 0.63 1.10 9.46
H 2.21 1.91 0.12
H 3.30 0.89 -0.71
H 4.71 -2.20 -1.16
H -8.07 2.24 0.12
H -0.50 0.70 -0.28
H -0.91 1.65 -6.13
N 1.78 1.29 -7.21
H -0.43 1.34 -4.54
H 2.10 -7.08 -3.14
H 2.59 -0.89 6.24
H -0.02 -2.85 -2.15
H 5.40 -2.60 4.10
C -3.93 -0.26 -3.98
H -6.81 3.55 1.68
C -4.86 6.93 2.36
C -0.55 3.35 6.59
H 6.96 -2.52 -0.24
H 0.76 -0.13 -1.17
C -5.77 -6.91 -3.22
H 5.57 4.09 -3.24
H 3.23 0.08 -6.12
H 2.15 2.64 10.13
H 3.62 -8.57 -4.49
C -7.00 2.08 0.03
H 2.60 1.97 -12.53
C -4.67 5.41 2.27
H 4.67 -1.17 3.31
C 4.28 3.98 -0.62
C 1.09 2.49 9.96
C 0.13 -0.22 -6.13
C 1.69 6.10 -4.44
H 3.95 5.67 -2.90
H -1.66 -2.97 -2.00
H 1.01 -2.17 5.54
H 0.07 6.70 -5.89
H -1.47 6.94 3.83
H -1.02 -4.36 6.71
H -5.16 -7.80 -3.36
H 2.53 -9.43 -3.62
H -5.67 -2.27 -5.31
H 3.38 -5.50 -0.74
N -0.44 2.77 8.07
H -6.35 8.47 2.18
C 1.54 -1.51 0.85
C -0.21 -0.27 -0.69
H -1.75 0.06 5.75
H -1.08 -0.43 -2.65
H -3.65 2.81 2.22
H -8.03 -5.15 -3.70
H -0.53 0.70 7.56
C -0.83 -2.44 -1.54
C -0.69 -1.68 3.00
H 3.60 0.09 -7.84
C -6.27 2.71 1.23
C -1.14 -0.90 -1.67
H -1.18 2.65 6.04
H 1.72 3.00 -1.69
H -0.69 -4.41 9.44
H 2.79 4.22 -4.77
C 4.92 -3.08 -0.56
H 3.05 3.67 -12.70
C -6.45 2.60 -1.27
H -2.16 -0.63 -1.43
H -4.03 5.23 0.14
H -7.06 3.32 -1.81
C -1.15 6.57 4.80
C 3.13 4.97 -2.75
H 4.30 2.80 -3.72
H 4.11 2.42 -11.85
H -1.00 -2.70 9.36
N 3.77 3.70 -2.07
H 3.69 -1.75 7.39
H 2.24 1.00 -9.89
H -4.52 7.31 3.33
H 2.53 4.03 -10.19
H 4.11 2.81 1.18
N 2.85 -2.88 5.61
H 0.80 -0.79 -5.50
H 1.42 4.11 -3.66
H -6.96 6.97 2.88
H -6.54 7.12 1.09
H 1.56 -2.30 1.60
H -4.38 -3.44 -5.49
H 5.29 4.39 -0.63
H -4.63 3.83 -1.46
C 3.03 -7.49 -2.73
H 0.23 0.38 -8.31
H 1.23 -2.81 7.90
C 6.57 -4.29 0.70
H -3.38 -1.38 -5.89
H -3.05 0.38 -3.91
H 3.59 1.90 -9.36
C -0.61 -3.62 7.40
H -0.11 6.86 4.93
C 6.35 -5.04 -0.70
H -1.72 7.15 5.53
H 2.53 1.99 -2.78
H -2.28 4.70 4.79
H -0.51 0.21 1.95
C -6.04 -4.90 -1.83
C 2.71 2.57 -1.88
H 2.03 -1.79 -0.09
H -0.18 5.41 6.93
H 6.00 -4.72 1.52
H 6.67 -3.18 -2.73
H -5.45 -5.68 -5.04
C -0.99 4.82 6.49
H -0.10 5.08 -5.22
H -5.28 -4.46 -1.19
H 3.20 -3.51 3.53
H 5.86 -2.29 1.20
H -4.18 -3.36 -2.83
H -4.17 -5.46 -3.77
C 4.25 2.64 0.11
H 3.32 -4.94 5.31
H 5.10 1.97 -0.04
H -7.01 -4.55 -1.46
H -1.80 5.07 7.19
H 3.66 4.75 -0.18
H 1.88 -0.55 1.25
C -7.38 -4.30 -3.92
H -2.27 -3.82 8.82
H 1.14 1.43 7.35
H 1.87 1.72 -5.03
N 0.00 -1.28 0.52
C -4.73 -2.62 -4.87
H 0.59 2.62 10.92
H -2.64 -1.34 3.96
H -5.76 5.27 0.41
C 0.63 5.83 -5.54
H 2.54 -1.81 3.74
H 3.23 -4.36 6.95
N -5.90 -4.47 -3.36
H -3.72 5.07 2.69
H 0.93 -3.89 5.08
H 6.09 -4.73 -3.36
H -0.86 -0.67 -6.23
C 3.06 1.94 -0.57
N 5.20 -4.31 -1.46
H -5.17 -6.66 -1.09
H -0.14 -0.32 5.36
H 5.39 2.44 -2.40
H 0.72 2.55 -8.65
C 3.23 -2.58 4.10
H 1.31 -4.51 7.46
C -1.19 -3.65 8.85
C 4.64 -1.09 5.51
H 2.56 5.37 -1.91
H -6.81 -7.03 -1.37
H -7.32 -4.17 -5.00
H 1.31 3.18 -10.94
C 2.52 2.01 -9.57
C -3.64 -1.53 -4.84
C -6.29 7.39 2.12
H 7.63 -4.24 0.96
C -0.11 1.17 -5.57
C 5.81 -3.85 -2.78
C 1.31 -3.18 5.81
H 5.46 -1.34 6.19
H -1.07 0.69 4.17
H -5.45 4.96 2.88
H -0.89 -2.72 2.74
C 0.24 1.35 7.97
C 4.93 3.26 -2.96
H -6.72 -7.17 -3.69
H 1.01 2.95 -5.93
H -6.40 1.82 -2.04
H -4.65 0.45 -4.40
H 0.33 -1.64 3.37
C 3.61 -4.12 5.96
H 7.23 -5.07 -1.34
H -0.08 -3.44 0.27
H 5.10 -3.33 -3.43
C -1.29 5.08 5.04
H 3.14 -4.49 -2.14
H 3.83 1.61 -6.80
C 6.14 -2.92 0.36
C -5.21 -5.72 -3.98
H -0.15 4.28 9.49
H -6.96 0.99 0.04
H -1.06 -2.70 7.03
C 0.85 -3.56 7.20
C -5.98 -6.45 -1.78
H -2.48 3.67 8.72
H -1.95 -0.60 1.50
C -5.06 -3.18 -3.46
H -1.67 -2.62 0.49
C -1.93 2.75 8.55
C 4.15 -6.45 -2.60
H 6.01 -6.06 -0.55
H -0.26 0.61 9.83
C 3.86 -5.17 -1.67
C -0.69 -2.57 0.01
H -6.00 2.02 2.02
C -3.77 2.58 1.16
H 1.42 -0.79 -7.83
C -1.10 -0.13 4.89
H 1.32 4.05 8.39
H -3.88 1.50 1.07
H -1.56 -2.24 4.93
H 4.46 -6.07 -3.58
H -4.44 2.15 -1.12
C -0.90 -0.78 1.73
H -7.76 -3.39 -3.46
C 2.36 3.07 -10.68
C 3.11 2.81 -12.04
H -4.32 -0.60 -3.02
H -1.94 1.99 9.33
H -2.46 2.25 7.74
H 2.10 3.26 -7.79
C 3.24 0.71 -7.01
C 3.37 -8.75 -3.45
H -2.97 2.89 0.50
C 4.61 -1.85 4.16
H 4.17 -9.30 -2.94
H 4.60 -0.01 5.40
H 1.38 0.32 9.53
C 1.22 1.88 -5.88
H -0.55 4.58 4.43
H 4.68 -3.91 5.99
H 0.43 3.29 6.11
N -4.99 3.34 0.66
C -5.07 3.01 -0.89
H 1.41 6.65 -3.54
C 1.75 2.37 -8.32
C -4.82 4.90 0.82
C 2.26 4.73 -3.97
H 2.77 -7.73 -1.70
H 2.47 6.75 -4.84

Calculated values
- ΔE to the lowest compared entry with this formula, charge and spin: 1076.2 kJ/mol
- Multiplicity: 1
- Net charge: +8
- Orbital gap: 7.35 eV
- E_LUMO: -15.003 eV
- HOMO: -22.351 eV
- Total energy: -89085.0187 eV

Q: Look up the multiplicity of the second one.
A: 1